Entry 1:
Formula: C4H16NO3
Source: the Open Molecules 2025 dataset
Level of theory: ωB97M-V/def2-TZVPD

Cartesian coordinates (Å):
1 C 0.475 0.444 1.644
2 N 0.781 -0.195 0.243
3 C 0.413 -1.643 0.296
4 C 0.394 -2.000 1.760
5 C 0.011 -0.743 2.473
6 H 1.328 1.030 1.976
7 H -0.381 1.053 1.358
8 H 1.750 -0.045 -0.036
9 H 0.102 0.237 -0.375
10 H 1.031 -2.307 -0.306
11 H -0.580 -1.754 -0.149
12 H -0.131 -2.915 2.055
13 H 1.434 -2.133 2.234
14 H 0.078 -0.885 3.560
15 H -1.196 -0.642 2.486
16 H -0.836 4.862 -2.474
17 H -1.166 3.717 -3.387
18 O -0.740 3.930 -2.544
19 H -1.737 -1.569 -2.038
20 H -2.839 -2.076 -1.195
21 O -2.226 -1.332 -1.202
22 H 0.723 1.417 -2.562
23 H 1.978 2.129 -1.969
24 O 1.334 1.420 -1.848

Properties
Calculated total energy   -12018.678 eV
Spin multiplicity   2
Largest force on an atom   1.975 eV/A
E_LUMO (spin up / spin down)   -0.2533 / -0.5391 Ha
Energy relative to the best compared isomer or geometry (same formula, charge and spin)   274.20 kJ/mol
Charge   +2
⟨S²⟩   0.75


Entry 2:
Formula: C4H16NSi2
Source: the Open Molecules 2025 dataset
Level of theory: ωB97M-V/def2-TZVPD

Cartesian coordinates (Å):
1 C -1.892 1.399 0.306
2 C -2.029 -1.105 0.599
3 C -2.007 0.065 -0.421
4 C 1.768 0.058 0.392
5 N -0.732 0.196 -1.200
6 Si 2.519 -1.699 -0.052
7 Si 2.664 1.654 0.080
8 H -2.489 1.416 1.116
9 H -0.933 1.629 0.729
10 H -2.068 2.317 -0.267
11 H -1.135 -1.529 0.972
12 H -2.549 -1.918 0.122
13 H -2.539 -0.857 1.442
14 H -2.845 0.114 -1.004
15 H 1.062 0.341 -0.388
16 H -0.530 -0.711 -1.625
17 H -0.787 0.835 -1.971
18 H 3.839 -2.214 0.387
19 H 2.639 -1.238 -1.504
20 H 1.382 -2.763 -0.010
21 H 3.573 2.583 0.813
22 H 2.256 2.148 -1.335
23 H 1.286 -0.035 1.417

Properties
Calculated total energy   -21642.113 eV
Largest force on an atom   5.338 eV/A
E_LUMO   -0.2298 Ha
Energy relative to the best compared isomer or geometry (same formula, charge and spin)   232.30 kJ/mol
Charge   +1